This record from the OMol25 dataset describes a 5-piece molecular cluster, H10O5 overall. The level of theory is wB97M-V/def2-TZVPD.

Results
Lowest unoccupied orbital energy ... 0.5 eV
HOMO level ... -11.1978 eV
Structure (SMILES) ... O.O.O.O.O
Gap between HOMO and LUMO ... 11.7 eV
Strongest force on any atom ... 1.07 eV/Å

XYZ file:
```
15
Properties=species:S:1:pos:R:3:forces:R:3
H 0.534967 -1.353038 -0.345501 -0.277 -0.032 -0.406
H 2.045802 -1.235041 -0.229327 0.306 -0.379 -0.223
H 3.991076 -0.281793 -0.259859 0.043 -0.065 0.048
H 2.696157 0.179508 0.388544 0.167 0.288 0.061
H -0.375823 3.257920 -0.614807 0.065 -0.035 0.112
H -0.066362 1.782895 -0.811220 -0.055 -0.082 0.033
H -2.987898 -0.155090 -0.361916 0.195 -0.107 0.039
H -4.177418 -0.784334 0.344579 -0.009 -0.085 -0.125
H -1.431303 -0.657193 1.321836 -0.226 -0.048 -0.177
H -0.203810 0.114561 0.866096 -0.082 0.369 -0.009
O 1.308473 -1.012353 -0.808763 -1.062 -0.088 -0.083
O 3.368510 -0.509180 0.439924 0.839 0.332 0.514
O -0.145822 2.458331 -0.128239 0.121 0.199 -0.236
O -3.404631 -1.006382 -0.186914 -0.496 0.008 0.088
O -1.129704 -0.038966 0.646689 0.469 -0.275 0.364
```
Forces are in eV/Å.

=====

This record from the OMol25 dataset describes an isolated ion of composition CHO3S3 and charge -1. The level of theory is wB97M-V/def2-TZVPD.

Results
Lowest unoccupied orbital energy (spin up / spin down) ... 2.9 / 2.9 eV
HOMO level (spin up / spin down) ... -3.3259 / -3.3249 eV
Net charge ... -1
Gap between HOMO and LUMO (spin up / spin down) ... 6.2 / 6.2 eV
Strongest force on any atom ... 5.59 eV/Å

XYZ file:
```
8
Properties=species:S:1:pos:R:3:forces:R:3
C -0.631021 0.557958 1.177656 0.859 -4.265 -3.508
O 2.442589 0.571234 -1.102384 0.684 0.951 -0.279
O -3.127452 0.363747 -0.630156 0.962 -0.823 0.403
O 1.994739 -1.791330 -1.276994 -0.584 0.575 0.370
S 0.977548 0.082147 1.393064 -2.354 0.718 0.473
S -1.903122 -0.507432 -0.285936 0.982 2.729 2.076
S 1.439246 -0.453417 -1.065637 0.245 -1.361 -0.690
H -1.192526 1.177093 1.790387 -0.796 1.475 1.154
```
Forces are in eV/Å.

=====

This record from the OMol25 dataset describes C23H19AlAsBrNO6S5SbTe as an isolated structure. The level of theory is wB97M-V/def2-TZVPD.

Results
Lowest unoccupied orbital energy ... 4.1 eV
HOMO level ... -1.8248 eV
Net charge ... -2
Gap between HOMO and LUMO ... 5.9 eV
Strongest force on any atom ... 0.92 eV/Å

XYZ file:
```
59
Properties=species:S:1:pos:R:3:forces:R:3
Al 0.028281 -1.453639 -0.140340 0.723 0.367 -0.437
O 0.802686 -1.876398 3.613747 0.178 -0.078 -0.021
As 0.439740 -0.679456 2.318134 -0.119 0.149 -0.111
O 1.251583 0.690607 2.758417 -0.132 -0.230 -0.001
O -0.426457 0.144382 -0.688189 -0.194 -0.184 0.234
C -1.461137 -0.281736 2.781408 -0.022 -0.183 0.073
C -1.703384 0.945751 3.374963 -0.026 0.080 0.076
C -3.000212 1.338169 3.690166 0.003 -0.010 -0.014
C -4.070720 0.497944 3.420928 0.010 -0.028 -0.003
C -3.849740 -0.736615 2.821297 0.101 -0.020 0.075
C -2.551315 -1.112856 2.512606 0.003 0.137 -0.175
S -2.280445 -2.602407 1.576557 0.381 0.473 -0.136
O -1.273181 -3.378933 2.277432 -0.101 -0.075 -0.006
O -3.542252 -3.238171 1.330547 -0.078 -0.031 0.021
O -1.703759 -2.028504 0.296782 0.080 -0.253 0.169
H 0.310302 -2.678209 3.387846 -0.151 -0.038 0.026
H -0.849303 1.587119 3.569850 -0.009 0.004 -0.027
H -3.177439 2.312712 4.131243 0.007 -0.018 0.024
H -5.081207 0.809512 3.657507 0.002 -0.010 -0.003
H -4.665226 -1.404553 2.578612 -0.009 0.012 -0.029
S 1.365630 -1.538107 -6.802812 -0.005 -0.033 0.000
Sb 2.263604 -0.531575 -4.967426 0.033 -0.116 0.038
S 1.218052 -2.098213 -3.113522 0.086 0.018 -0.215
S 2.170888 -1.521550 -1.320640 -0.428 0.067 0.227
S 1.020920 1.630316 -4.808487 0.054 -0.069 0.002
Te 0.202072 0.915410 -2.439589 -0.108 0.192 0.338
C -0.883206 2.730146 -2.053507 -0.049 -0.181 0.020
C -1.275223 2.998294 -0.745956 -0.074 0.004 -0.018
C -1.956773 4.173700 -0.458208 0.002 -0.005 -0.028
C -2.264627 5.074110 -1.471795 0.053 -0.064 0.005
C -1.892454 4.788590 -2.777791 -0.008 -0.018 0.013
C -1.201691 3.617270 -3.069906 0.032 0.076 -0.093
C 1.905971 1.816421 -1.479433 -0.171 -0.147 0.094
C 1.903363 1.826369 -0.092176 0.023 -0.015 0.093
C 2.959510 2.395814 0.603224 0.063 0.067 -0.059
C 4.026870 2.953012 -0.092822 -0.091 -0.046 -0.044
C 4.025696 2.929299 -1.481235 -0.017 -0.020 -0.001
C 2.963744 2.362058 -2.181081 0.100 0.129 -0.062
H -1.063983 2.280949 0.037990 0.032 -0.013 -0.023
H -2.248118 4.380990 0.564728 -0.010 0.006 0.000
H -2.789842 5.994406 -1.244370 -0.021 -0.006 0.008
H -2.135783 5.478380 -3.577472 0.007 0.010 0.000
H -0.895759 3.403448 -4.087690 0.002 -0.006 0.014
H 1.106142 1.368015 0.478250 0.059 0.108 -0.118
H 2.929182 2.373437 1.685602 0.005 -0.037 -0.015
H 4.858830 3.394758 0.444009 0.011 -0.004 0.000
H 4.857865 3.348522 -2.035683 0.006 0.007 0.008
H 2.958418 2.359130 -3.264561 -0.020 -0.028 0.017
Br -1.515463 -4.436509 -1.710995 0.095 0.039 -0.066
C 0.052304 -4.660553 -0.687919 -0.108 -0.147 -0.081
C 0.609475 -5.936627 -0.647520 -0.001 -0.013 0.001
C 1.709720 -6.142643 0.153585 0.006 -0.027 -0.015
C 2.218850 -5.078927 0.888350 -0.006 -0.035 0.005
C 1.624964 -3.849012 0.747773 -0.038 0.126 -0.042
N 0.555537 -3.633048 -0.037136 -0.158 0.111 0.272
H 0.170284 -6.726864 -1.236942 0.002 0.005 0.003
H 2.168599 -7.122319 0.204544 -0.012 0.004 0.009
H 3.072049 -5.191208 1.541334 -0.002 0.005 -0.003
H 2.007568 -2.980411 1.267774 0.007 -0.009 -0.018
```
Forces are in eV/Å.

=====

This record from the OMol25 dataset describes one molecule with the formula C3H7NO2. The level of theory is wB97M-V/def2-TZVPD.

Results
Lowest unoccupied orbital energy ... 0.9 eV
HOMO level ... -7.7065 eV
Structure (SMILES) ... CO/C(N)=C/O
Gap between HOMO and LUMO ... 8.6 eV
Strongest force on any atom ... 0.43 eV/Å

XYZ file:
```
13
Properties=species:S:1:pos:R:3:forces:R:3
C -1.515291 1.129125 -0.442455 -0.099 0.186 -0.042
C -0.028071 -0.729126 0.837603 -0.035 0.279 0.067
O 0.588329 -1.927308 1.170728 0.193 -0.198 -0.017
C 0.546100 0.082414 -0.060844 -0.132 -0.283 0.219
O -0.096440 1.134710 -0.624716 -0.043 -0.163 0.063
N 1.818400 -0.183446 -0.566867 -0.089 0.077 -0.052
H -1.793409 1.557805 0.528559 0.106 0.004 -0.175
H -1.941187 0.115652 -0.493842 0.341 0.238 -0.111
H -1.922206 1.735732 -1.248985 0.010 0.086 0.108
H -0.886623 -0.441426 1.427081 -0.104 -0.248 -0.199
H 0.552919 -2.465166 0.367030 0.139 -0.051 0.306
H 2.408274 -0.595067 0.148351 -0.058 0.068 -0.198
H 2.269202 0.586103 -1.041639 -0.228 0.004 0.031
```
Forces are in eV/Å.

=====

This record from the OMol25 dataset describes C39H39N7O2S2SeTl as an isolated structure. The level of theory is wB97M-V/def2-TZVPD.

Results
Lowest unoccupied orbital energy ... 1.8 eV
HOMO level ... -4.5079 eV
Net charge ... -1
Gap between HOMO and LUMO ... 6.3 eV
Strongest force on any atom ... 1.02 eV/Å

XYZ file:
```
91
Properties=species:S:1:pos:R:3:forces:R:3
Tl 0.327037 0.219237 0.584525 0.230 -0.285 0.345
C 2.499441 -0.298910 3.437955 0.197 0.012 -0.053
N 2.795088 0.080942 2.055382 -0.162 -0.065 0.081
C 3.449393 1.373397 1.999162 -0.053 -0.060 0.010
C 3.310967 -0.960329 1.240928 0.178 0.038 0.115
C 4.607197 -0.927293 0.744685 0.019 -0.026 0.070
C 5.070107 -1.897831 -0.136438 -0.053 -0.004 -0.056
C 4.197890 -2.887247 -0.562133 -0.017 0.043 0.040
C 2.894514 -2.929207 -0.084647 0.050 -0.037 0.076
C 2.420534 -2.002546 0.856974 -0.096 -0.162 0.172
N 1.141767 -1.924701 1.373624 -0.150 0.364 -0.282
C 0.194025 -2.919390 1.295754 0.327 0.008 -0.066
C 0.438763 -4.291081 1.125652 -0.092 -0.090 0.032
C -0.603600 -5.198149 0.981798 0.045 0.084 -0.044
C -1.919303 -4.768279 0.997484 0.013 -0.021 0.065
C -2.184162 -3.436860 1.294575 -0.022 -0.030 0.095
C -1.153407 -2.539196 1.504362 -0.184 -0.033 -0.072
N -1.374730 -1.206782 1.976078 -0.012 0.623 -0.122
C -2.724378 -0.666755 1.794400 0.043 -0.088 -0.017
C -0.999359 -1.129987 3.402033 -0.119 -0.209 0.019
H 3.415317 -0.262693 4.046590 0.006 -0.006 0.002
H 1.766291 0.393777 3.854113 -0.002 -0.009 -0.007
H 2.100718 -1.308018 3.459154 -0.009 0.020 -0.005
H 4.391971 1.397982 2.565066 0.036 0.014 -0.013
H 3.648884 1.653690 0.964721 0.010 -0.006 0.000
H 2.770763 2.110803 2.435338 0.040 -0.011 0.009
H 5.272080 -0.131580 1.057856 -0.017 -0.004 -0.006
H 6.092432 -1.869746 -0.491083 -0.015 0.024 -0.020
H 4.522761 -3.623524 -1.287921 -0.010 -0.007 0.011
H 2.209925 -3.664894 -0.481558 0.036 -0.020 0.010
H 1.457125 -4.650788 1.146419 0.001 -0.005 -0.102
H -0.375542 -6.247241 0.835473 0.007 0.002 -0.009
H -2.732739 -5.455375 0.805534 0.003 0.002 0.037
H -3.211477 -3.106117 1.375023 0.013 0.009 -0.010
H -3.458065 -1.196730 2.414309 0.006 0.009 0.028
H -2.717264 0.383243 2.085927 0.000 0.006 0.007
H -3.024295 -0.738876 0.752525 -0.010 -0.025 0.013
H -1.726062 -1.695558 3.999410 0.010 -0.049 -0.022
H -0.013190 -1.561884 3.536100 0.000 0.018 -0.016
H -0.986310 -0.097770 3.734748 -0.029 0.007 0.015
O -2.033564 -3.170104 -1.870073 0.031 -0.064 -0.089
C -3.123771 -2.499135 -2.269216 0.040 0.026 -0.061
C -4.160574 -3.241770 -2.842166 -0.030 0.007 -0.007
C -5.301665 -2.613455 -3.296673 0.044 0.035 -0.043
C -5.428594 -1.227891 -3.206363 -0.009 -0.013 0.010
C -4.406621 -0.491757 -2.637595 -0.023 -0.033 0.000
C -3.252010 -1.104733 -2.147007 0.064 0.033 0.074
C -2.179747 -0.297029 -1.485742 -0.028 -0.212 -0.255
O -1.131539 -0.914365 -1.079617 -0.050 0.125 0.320
N -2.418035 0.986738 -1.378266 0.074 -0.005 0.094
N -1.415541 1.662689 -0.698631 -0.111 0.005 0.067
C -1.298884 2.868835 -1.078000 -0.172 0.029 -0.019
S -2.281314 3.500793 -2.410902 0.011 -0.053 -0.074
C -1.179662 4.908843 -2.692962 -0.048 0.005 0.045
C -0.733717 5.422136 -1.341324 0.032 0.048 0.015
S -0.148755 4.002590 -0.384260 0.011 -0.142 0.035
H -1.419590 -2.497595 -1.484400 -0.014 0.034 0.052
H -4.028972 -4.313361 -2.925237 -0.012 0.014 0.014
H -6.093028 -3.202425 -3.745268 -0.003 -0.002 0.018
H -6.318076 -0.733800 -3.576436 0.023 -0.001 -0.002
H -4.474315 0.585506 -2.563812 -0.011 -0.013 0.050
H -1.727596 5.659578 -3.262829 0.011 0.016 0.027
H -0.320268 4.568781 -3.272051 0.008 0.073 -0.051
H -1.556611 5.891410 -0.803177 -0.017 0.040 -0.039
H 0.095952 6.125349 -1.419769 -0.009 -0.002 0.004
Se -0.314815 2.136847 2.795036 -0.149 -0.086 -0.161
C 0.539277 3.696637 3.475083 0.147 -0.037 -0.192
C 0.368202 3.999954 4.828150 -0.040 0.026 0.005
C 0.868218 5.187058 5.334636 0.039 0.033 -0.059
N 1.532519 6.094670 4.613574 -0.039 -0.101 -0.035
C 1.722819 5.784737 3.330636 0.014 -0.003 0.088
C 1.269258 4.621887 2.727676 0.037 -0.065 0.077
H -0.165732 3.309764 5.468771 -0.008 0.042 0.017
H 0.725647 5.429724 6.383164 -0.009 -0.021 0.009
H 2.266741 6.520011 2.744432 0.022 -0.035 -0.017
H 1.477041 4.439730 1.686062 0.021 0.020 -0.076
C 1.782766 0.741375 -1.092311 -0.860 -0.161 0.517
C 1.253512 0.189987 -2.354743 0.343 0.267 -0.064
C 0.418654 0.943856 -3.181015 0.011 0.045 -0.139
C -0.003504 0.467703 -4.409004 -0.093 0.096 0.080
C 0.408087 -0.787093 -4.844939 -0.007 -0.103 -0.324
C 1.208642 -1.571068 -4.014530 0.031 -0.079 0.072
C 1.613304 -1.089496 -2.785841 0.043 -0.077 -0.061
C 0.078866 -1.244762 -6.176463 0.013 0.052 0.395
N -0.150042 -1.607776 -7.243868 -0.023 0.007 -0.026
H 1.759596 1.823026 -0.999083 0.204 0.046 -0.284
H 2.694542 0.287468 -0.726266 0.158 0.063 -0.253
H 0.103788 1.924468 -2.856623 0.024 0.049 -0.066
H -0.655957 1.066170 -5.032317 0.041 0.025 0.007
H 1.513773 -2.555529 -4.345864 0.012 0.012 0.021
H 2.230163 -1.702878 -2.142439 0.038 0.000 -0.040
```
Forces are in eV/Å.

=====

Going through the records in order, we get total energy values of -382.17310 -1458.94888 -8945.76362 -323.69625 -5413.67232 hartree.
Going through the records in order, we get energy above the lowest of the compared OMol25 structures with the same formula, charge and spin values of 1.390 2.945 2.038 2.305 0.170 eV.